Here is 6 unconnected molecules or ions with the total composition C41H103N5O6 in a non-equilibrium geometry from the Open Molecules 2025 dataset. Energies are from wB97M-V/def2-TZVPD.

Geometry as XYZ:
```
155
Properties=species:S:1:pos:R:3:mulliken_charge:R:1
C 0.95 -0.15 0.33 -0.1568
O 1.43 0.43 -0.82 -0.5385
H 1.14 0.42 1.27 -0.0188
H -0.17 -0.22 0.39 -0.3791
H 1.37 -1.15 0.58 0.1097
C -0.29 1.71 5.00 -1.2339
C 0.20 3.11 4.68 -0.1468
N -0.88 4.04 4.16 0.3932
C -0.11 5.30 3.85 -0.9248
C -1.50 3.51 2.90 -1.1018
C -0.54 3.04 1.82 -0.5615
C -1.87 4.25 5.26 -0.4363
C -3.06 5.15 4.85 -0.9021
O -2.65 6.44 4.52 -0.3232
C -2.56 7.29 5.68 -0.7411
H -0.75 1.24 4.13 0.2382
H -0.92 1.63 5.87 0.3562
H 0.60 1.07 5.13 0.4656
H 1.08 3.09 4.05 0.1518
H 0.57 3.59 5.59 0.5601
H 0.14 5.75 4.81 0.4104
H -0.77 6.02 3.37 0.4445
H 0.76 5.06 3.26 0.2827
H -2.16 4.30 2.53 0.4861
H -2.11 2.68 3.23 0.5607
H -1.00 2.40 1.08 0.3434
H 0.26 2.43 2.25 -0.1562
H -0.08 3.93 1.39 0.3903
H -1.32 4.80 6.02 0.3078
H -2.25 3.30 5.60 0.3757
H -3.84 5.07 5.61 0.4221
H -3.49 4.65 3.97 0.4642
H -2.05 6.81 6.53 0.3347
H -3.56 7.51 6.07 0.3272
H -2.05 8.19 5.36 0.2794
C -7.73 -5.17 3.75 -1.3448
C -6.79 -5.26 2.56 -0.4248
N -5.66 -4.27 2.60 0.0870
C -6.24 -2.90 2.42 -0.9566
C -4.90 -4.28 3.92 -0.5269
C -4.51 -5.66 4.37 -1.2839
C -4.76 -4.67 1.47 -0.7961
C -3.41 -3.97 1.30 -0.8525
O -3.49 -2.57 1.52 -0.3283
C -2.24 -1.91 1.51 -0.6885
H -7.32 -5.08 4.75 0.2879
H -8.47 -5.97 3.71 0.4185
H -8.41 -4.31 3.64 0.4134
H -7.32 -5.13 1.62 0.4647
H -6.36 -6.25 2.65 0.4898
H -6.63 -2.83 1.41 0.3138
H -5.48 -2.19 2.68 0.3933
H -7.04 -2.81 3.16 0.4152
H -5.62 -3.84 4.60 0.6030
H -4.08 -3.59 3.74 0.4975
H -4.10 -5.61 5.38 0.4328
H -3.78 -6.14 3.72 0.3300
H -5.35 -6.34 4.52 0.2975
H -5.32 -4.70 0.54 0.5395
H -4.55 -5.71 1.72 0.3718
H -2.89 -4.15 0.36 0.5566
H -2.75 -4.33 2.11 0.4274
H -1.54 -2.32 2.23 0.4267
H -2.43 -0.86 1.70 0.2429
H -1.85 -1.98 0.49 0.2001
C 3.66 -2.35 -1.39 -1.0484
C 3.38 -3.51 -2.33 -0.6358
N 1.92 -3.75 -2.66 0.6639
C 1.27 -4.09 -1.36 -0.8598
C 1.22 -2.50 -3.17 0.0066
C 1.90 -1.87 -4.37 -1.2027
C 1.76 -4.86 -3.68 -0.5724
C 2.40 -6.17 -3.31 -0.8570
O 1.95 -6.66 -2.05 -0.3734
C 2.96 -7.32 -1.29 -0.7047
H 3.18 -1.41 -1.67 -0.0310
H 4.73 -2.15 -1.49 0.5057
H 3.41 -2.55 -0.36 0.3515
H 3.71 -4.44 -1.88 0.4350
H 3.86 -3.37 -3.29 0.6573
H 1.98 -4.67 -0.79 0.4342
H 0.40 -4.71 -1.56 0.3291
H 0.99 -3.17 -0.86 0.1996
H 1.19 -1.86 -2.28 -0.5635
H 0.21 -2.84 -3.37 0.8286
H 1.55 -0.84 -4.48 0.1394
H 1.64 -2.47 -5.24 0.3988
H 2.98 -1.79 -4.28 0.4017
H 2.18 -4.44 -4.59 0.3577
H 0.67 -4.95 -3.75 0.3588
H 3.49 -6.09 -3.37 0.4765
H 2.13 -6.94 -4.05 0.4992
H 2.43 -8.05 -0.68 0.2630
H 3.57 -6.61 -0.73 0.2877
H 3.59 -7.94 -1.92 0.3369
C 3.29 3.29 1.83 -0.6065
C 3.33 3.25 0.31 -0.0436
N 4.56 2.61 -0.27 1.0313
C 4.70 1.22 0.15 -0.5737
C 4.34 2.57 -1.78 -0.0530
C 4.26 3.91 -2.45 -1.5506
C 5.76 3.47 0.09 -0.7885
C 7.06 3.06 -0.54 -0.8278
O 7.53 1.86 0.03 -0.3525
C 8.38 1.06 -0.77 -0.7434
H 4.16 3.78 2.26 0.3807
H 3.21 2.29 2.26 0.4202
H 2.41 3.84 2.16 -0.4658
H 3.42 4.29 -0.01 0.3959
H 2.47 2.67 -0.05 -0.2278
H 5.34 0.67 -0.53 0.2916
H 3.75 0.67 0.15 -0.2432
H 5.04 1.23 1.18 0.3915
H 3.44 1.98 -1.90 0.1384
H 5.23 2.04 -2.12 0.5910
H 4.16 3.80 -3.53 0.4966
H 5.13 4.56 -2.34 0.2676
H 3.37 4.47 -2.17 0.2867
H 5.86 3.42 1.17 0.3744
H 5.44 4.47 -0.16 0.5052
H 7.78 3.84 -0.23 0.4339
H 7.10 3.07 -1.63 0.4496
H 8.99 0.40 -0.16 0.2870
H 9.08 1.66 -1.37 0.3442
H 7.81 0.47 -1.50 0.2745
C -0.88 3.96 -2.28 -1.1818
C -0.33 2.73 -2.96 0.1039
N -1.36 1.76 -3.40 0.6762
C -2.18 1.34 -2.25 -1.3238
C -2.28 2.36 -4.46 -0.6041
C -1.58 2.93 -5.67 -1.2194
C -0.61 0.55 -3.92 -0.1599
C -1.46 -0.62 -4.35 -0.4906
O -2.22 -0.35 -5.51 -0.3157
C -2.23 -1.43 -6.41 -0.8001
H -1.69 4.42 -2.85 0.2830
H -0.13 4.74 -2.17 0.4450
H -1.28 3.75 -1.29 0.1650
H 0.43 2.20 -2.41 -0.2112
H 0.20 3.07 -3.85 0.3619
H -2.53 2.22 -1.72 0.4585
H -1.51 0.78 -1.59 0.5402
H -2.99 0.73 -2.62 0.4192
H -2.89 3.09 -3.92 0.6656
H -2.96 1.55 -4.69 0.5985
H -0.93 2.19 -6.13 0.2525
H -0.96 3.78 -5.41 0.3084
H -2.30 3.19 -6.45 0.4402
H 0.02 0.29 -3.06 -0.3464
H 0.04 0.91 -4.72 0.5782
H -2.12 -0.88 -3.52 0.2382
H -0.77 -1.43 -4.59 0.1306
H -2.71 -2.33 -6.02 0.3003
H -1.22 -1.70 -6.73 0.3305
H -2.74 -1.14 -7.33 0.3008
```

Kohn-Sham gap   7.824 eV
Charge   +4
HOMO energy   -15.220 eV
Max |F|   2.20 eV/A
Energy relative to the best compared isomer or geometry (same formula, charge and spin)   0.0 kcal per mole
E_tot   -63884.3235 eV